1.
8
Properties=species:S:1:pos:R:3:forces:R:3:nbo_charge:R:1 method="wB97M-V/def2-TZVPD" max_force_ev_per_a=6.5 gap_ha=0.3537 total_energy_ev=-73668.1232
C 0.35231 0.17745 -0.03379 -0.33 6.51 0.04 0.24
C -1.08747 -0.24370 0.00622 -0.12 -2.47 -1.41 -0.70
N 1.36805 -0.49662 0.01044 0.69 -2.25 0.18 -0.53
Br 3.08529 0.16947 0.10137 -0.34 0.32 -0.14 0.22
H 0.61767 1.75699 -0.05580 -0.95 -3.90 0.01 0.03
H -1.45962 -0.54960 -1.06089 0.69 0.92 1.81 0.25
H -1.81797 0.41360 0.49095 0.66 0.11 -0.25 0.25
H -1.05826 -1.22758 0.54150 -0.30 0.75 -0.25 0.24


2.
221
Properties=species:S:1:pos:R:3:forces:R:3:lowdin_charge:R:1 method="wB97M-V/def2-TZVPD" max_force_ev_per_a=3.1 total_charge=+6 gap_ha=0.2802 total_energy_ev=-83241.5373
C -23.88633 4.34229 16.36432 0.46 -0.45 0.19 -0.07
C -22.79739 4.88822 17.31883 -1.13 0.24 0.71 -0.67
C -22.64927 3.83767 18.48799 0.96 0.08 -0.81 -0.07
O -21.64827 5.31327 16.72662 -0.06 -0.30 0.19 -0.28
H -24.11752 5.05397 15.57039 0.07 0.05 0.02 0.04
H -24.80452 4.11349 16.91319 -0.05 0.08 0.02 0.05
H -23.54089 3.39884 15.92987 -0.05 0.02 -0.23 0.07
H -23.37242 5.69308 17.83679 0.18 0.67 0.11 0.09
H -22.25872 2.92962 18.01550 0.01 -0.21 0.27 0.06
H -23.53645 3.56888 19.06724 -0.32 0.25 -0.31 0.05
H -21.90613 4.19180 19.20826 0.03 -0.01 -0.10 0.03
C -25.26074 -3.16443 18.05075 0.93 -1.35 0.61 -0.08
C -24.13340 -2.16422 18.33710 -0.46 0.72 -1.30 -0.24
C -24.68945 -0.82827 18.85968 0.62 -0.27 -0.12 -0.21
C -25.32880 -0.90073 20.24871 0.76 0.38 -0.61 -0.09
N -25.47332 0.50956 20.83929 -0.53 -0.48 -0.26 -0.25
C -24.08134 1.12408 21.09205 -0.96 -0.29 0.57 -0.09
C -24.34401 2.15972 22.17914 0.66 0.06 -0.53 -0.17
C -25.39338 1.52634 23.06228 -0.02 -0.57 0.60 -0.13
C -26.06586 0.40329 22.24015 0.14 1.06 0.21 -0.07
C -26.30119 1.43414 19.94427 1.13 -0.42 1.19 0.04
H -25.30353 -3.45288 17.00198 -0.34 0.53 -0.11 0.08
H -26.22706 -2.85300 18.43968 -0.10 -0.08 -0.19 0.07
H -24.99071 -4.12519 18.49738 -0.38 0.06 0.34 0.09
H -23.75555 -1.93187 17.33620 0.32 0.25 0.16 0.10
H -23.24738 -2.51245 18.86639 -0.39 -0.27 0.47 0.12
H -25.37348 -0.48730 18.07948 -0.34 0.09 0.30 0.12
H -23.86449 -0.11112 18.85792 0.01 0.04 0.14 0.10
H -24.68204 -1.41896 20.95744 0.13 -0.02 -0.11 0.14
H -26.25297 -1.47619 20.22365 -0.37 0.58 0.18 0.14
H -23.62796 1.47912 20.17313 -0.10 0.00 -0.02 0.10
H -23.50575 0.30809 21.52839 0.17 -0.01 -0.21 0.15
H -24.68243 3.10962 21.76055 0.06 0.01 -0.04 0.10
H -23.41306 2.33225 22.71943 -0.04 0.17 0.00 0.12
H -26.07821 2.27497 23.45406 -0.19 -0.19 -0.05 0.12
H -24.93364 1.03312 23.91848 0.04 0.26 0.10 0.13
H -27.13959 0.57156 22.27193 -0.08 -0.48 -0.58 0.14
H -25.80470 -0.57512 22.63171 -0.15 -0.04 -0.08 0.14
H -25.68013 1.63677 19.07654 -0.34 -0.07 -0.25 0.09
H -26.41341 2.34718 20.52569 -0.27 0.06 -0.14 0.10
H -27.26024 0.97104 19.73660 0.05 -0.03 -0.13 0.12
C -24.41873 8.99701 17.72962 -0.47 0.39 -1.30 -0.09
C -25.02231 10.37655 17.42523 -0.50 0.16 0.47 -0.23
C -24.70501 11.08480 16.09172 0.51 -0.31 0.07 -0.18
C -25.18465 12.53785 16.15067 0.50 0.00 -0.87 -0.10
N -24.72126 13.40880 14.97891 -0.02 0.65 -0.89 -0.25
C -25.30068 13.04469 13.61583 -0.07 -1.94 0.00 -0.13
C -25.24968 14.24416 12.74428 -0.22 1.40 -0.60 -0.15
C -25.46976 15.43905 13.69398 0.53 -0.70 0.76 -0.09
C -25.36308 14.80899 15.11726 -0.53 -0.01 -0.57 -0.06
C -23.23219 13.53901 14.93817 0.29 0.10 0.26 0.03
H -24.57268 8.70155 18.76362 0.30 0.25 0.09 0.05
H -23.37645 9.07967 17.42788 0.23 -0.63 0.39 0.05
H -24.91312 8.21019 17.15246 0.28 0.02 -0.26 0.07
H -24.72219 11.01823 18.25843 -0.12 0.25 -0.12 0.11
H -26.11238 10.29416 17.46602 -0.01 0.14 0.24 0.12
H -25.18045 10.53477 15.27447 -0.26 0.19 -0.04 0.11
H -23.64452 11.05597 15.82887 0.14 -0.10 0.42 0.09
H -24.80460 13.10377 16.99995 -0.09 -0.38 0.33 0.15
H -26.27336 12.51363 16.17351 0.00 0.46 -0.10 0.14
H -24.80431 12.18636 13.15400 0.39 0.04 0.41 0.13
H -26.31354 12.68138 13.80330 -0.13 0.38 0.11 0.14
H -24.31298 14.37642 12.20172 0.16 -0.28 0.24 0.12
H -25.99312 14.23791 11.94685 -0.16 -0.32 0.19 0.14
H -24.67264 16.16411 13.54972 -0.17 0.19 0.07 0.12
H -26.43195 15.93201 13.58588 0.02 -0.01 -0.05 0.13
H -24.83183 15.48632 15.78069 0.08 -0.49 0.41 0.14
H -26.32811 14.48833 15.50433 -0.22 0.86 0.11 0.13
H -22.93321 14.15382 15.78558 0.04 -0.05 0.01 0.12
H -22.87026 14.01452 14.02869 -0.44 0.15 -0.05 0.12
H -22.72829 12.57808 15.00138 -0.25 -0.09 0.00 0.08
C -21.05623 -0.11782 13.13164 -1.05 -0.16 -1.59 -0.10
C -21.06163 0.35760 14.54572 0.23 0.83 1.62 -0.26
C -19.89449 1.31570 14.89522 -0.67 -0.37 -0.98 -0.18
C -20.01087 1.94965 16.25375 0.99 -0.39 0.19 -0.13
N -18.73828 2.64078 16.69098 0.22 0.36 1.68 -0.22
C -19.03459 3.18325 18.14988 0.41 1.07 -0.44 -0.08
C -17.98465 2.56061 19.07036 -0.48 0.15 0.51 -0.16
C -16.81131 2.25187 18.18012 -1.08 -0.89 0.12 -0.12
C -17.53929 1.70309 16.96421 0.20 0.64 -1.51 -0.08
C -18.28110 3.77575 15.82117 -1.00 0.42 0.57 0.01
H -22.02365 -0.56451 12.88431 0.08 -0.32 0.27 0.09
H -20.31217 -0.82596 12.76943 0.28 -0.01 0.65 0.09
H -21.04323 0.69350 12.39450 0.32 0.33 0.32 0.07
H -21.04332 -0.43223 15.30283 0.05 -0.36 -0.34 0.12
H -21.98785 0.89526 14.78276 -0.15 0.00 -0.33 0.10
H -19.92589 2.09847 14.13144 0.39 0.01 -0.05 0.11
H -19.00562 0.69454 14.76617 0.35 0.43 0.16 0.13
H -20.11692 1.19346 17.03562 -0.42 -0.06 -0.10 0.14
H -20.77947 2.71691 16.35681 -0.15 -0.09 -0.26 0.11
H -19.03221 4.26522 18.00154 0.50 0.07 0.34 0.11
H -20.04229 3.04629 18.53463 -0.15 -0.74 -0.78 0.08
H -17.71722 3.17837 19.92824 -0.13 -0.03 -0.71 0.08
H -18.43209 1.65813 19.49291 0.20 -0.19 -0.05 0.14
H -16.26516 3.17824 18.01163 0.31 -0.26 -0.42 0.13
H -16.17448 1.45550 18.56082 0.26 0.29 0.13 0.14
H -16.85101 1.72186 16.11906 -0.41 -0.15 -0.33 0.14
H -18.00794 0.72345 17.02228 0.48 -0.19 0.58 0.14
H -17.95059 3.45029 14.83973 0.40 -0.26 0.24 0.12
H -17.56851 4.32869 16.42965 0.60 -0.25 -0.48 0.10
H -19.09286 4.49326 15.67153 -0.44 -0.43 0.15 0.08
C -16.74258 7.16367 13.01308 -0.07 1.11 0.00 -0.07
C -18.23511 6.90283 13.12006 -0.20 -1.11 0.90 -0.23
C -18.76546 7.08886 14.56697 -0.62 0.93 -0.50 -0.19
C -18.58157 8.50274 15.07677 0.65 -0.04 1.08 -0.09
N -19.28404 8.75678 16.41604 -1.07 1.60 0.51 -0.21
C -18.80370 10.10422 16.99319 0.58 0.89 -0.42 -0.09
C -18.74167 10.01524 18.50771 0.00 -0.32 -0.50 -0.12
C -18.48985 8.52520 18.73009 -0.45 -0.24 1.25 -0.13
C -19.13851 7.77845 17.58652 1.01 -0.86 -1.19 -0.08
C -20.78589 8.85898 16.20043 0.74 -0.05 -0.25 0.00
H -16.33839 7.23336 12.00452 -0.22 -0.66 -0.12 0.10
H -16.17610 6.46332 13.62385 0.13 0.02 -0.11 0.09
H -16.55248 8.18483 13.35996 0.19 -0.12 0.31 0.07
H -18.44875 5.83705 12.98826 0.17 0.03 -0.66 0.09
H -18.83789 7.44652 12.39188 0.10 0.20 0.06 0.11
H -18.33510 6.34986 15.24159 0.31 0.23 -0.09 0.08
H -19.84557 6.90424 14.59288 0.06 -0.22 -0.11 0.08
H -18.94278 9.28579 14.40883 -0.28 -0.20 -0.12 0.15
H -17.54081 8.77151 15.25731 0.07 -0.32 0.02 0.13
H -19.33947 10.95092 16.56071 -0.65 -0.35 0.14 0.14
H -17.79032 10.36521 16.67875 0.11 -0.90 -0.36 0.14
H -19.64625 10.34065 19.02253 -0.03 0.10 -0.15 0.10
H -17.89863 10.62199 18.83125 -0.18 0.06 0.26 0.14
H -18.99702 8.23955 19.65278 0.11 -0.15 0.02 0.08
H -17.45091 8.26128 18.91810 0.13 0.15 -0.50 0.14
H -20.11008 7.31583 17.76175 -0.10 0.23 0.13 0.10
H -18.53719 6.95154 17.21012 0.18 0.05 0.19 0.12
H -21.14951 7.86815 15.92874 -0.09 -0.02 0.26 0.07
H -20.99400 9.57765 15.40900 0.09 0.08 0.04 0.10
H -21.21645 9.18189 17.14433 -0.10 0.01 -0.05 0.09
C -18.60199 4.50902 21.64392 0.81 0.32 -0.49 -0.10
C -20.05017 3.99415 21.50344 1.62 0.10 1.04 -0.21
C -21.08510 5.06326 21.83477 -0.99 -1.09 0.46 -0.18
C -20.93028 6.32554 21.01494 -0.08 0.59 1.13 -0.11
N -21.72633 7.49000 21.57409 -0.90 1.31 0.08 -0.25
C -23.23759 7.37276 21.41038 0.02 -0.67 -0.37 -0.09
C -23.80466 8.79700 21.43323 -0.28 -1.98 0.19 -0.14
C -22.73721 9.57739 20.68683 1.27 1.29 2.48 -0.12
C -21.40588 8.75672 20.77213 -1.96 -0.92 -1.80 -0.09
C -21.41052 7.80884 23.01536 0.65 0.60 -0.42 0.05
H -18.28370 5.34268 21.00722 -0.39 -0.07 -0.39 0.07
H -17.89238 3.71621 21.40141 -0.21 0.14 0.56 0.06
H -18.30005 4.86671 22.63046 -0.58 -0.28 0.29 0.10
H -20.01623 3.20139 22.25480 -0.83 0.03 0.13 0.13
H -20.22255 3.45003 20.57377 -0.05 0.49 -0.20 0.08
H -21.12527 5.23840 22.91275 0.88 0.41 -0.02 0.12
H -22.07393 4.59000 21.76782 -0.15 0.30 -0.83 0.10
H -21.18804 6.20014 19.96265 -0.10 0.03 -0.01 0.13
H -19.92687 6.73936 21.11464 0.26 -0.50 -0.26 0.11
H -23.59345 6.66031 22.15279 -0.10 0.26 0.19 0.14
H -23.46060 6.93024 20.43548 0.48 -0.10 -0.11 0.13
H -23.99576 9.02384 22.48121 0.30 0.80 -0.13 0.13
H -24.79206 8.75115 20.97413 0.08 0.25 -0.17 0.12
H -22.50266 10.41459 21.35050 -0.35 0.49 -0.44 0.12
H -22.98432 10.00177 19.72099 0.05 -0.43 -0.15 0.09
H -20.57433 9.36078 21.11798 0.19 -0.49 0.29 0.14
H -21.26118 8.33221 19.77674 0.63 0.31 -0.08 0.10
H -20.32672 7.91468 23.07230 0.04 -0.52 0.26 0.13
H -21.82711 7.09688 23.71788 0.06 -0.06 -0.09 0.12
H -21.75269 8.82238 23.22212 -0.45 -0.19 0.05 0.12
C -26.77495 7.84996 9.80692 0.76 1.12 0.20 -0.07
C -26.41588 8.51168 11.15140 -0.08 -0.98 -0.20 -0.24
C -25.52487 7.61299 12.01330 0.25 -0.13 1.03 -0.21
C -24.07849 7.38324 11.56696 -0.36 0.03 -0.95 -0.11
N -23.19852 6.61101 12.53194 0.20 1.00 0.64 -0.23
C -23.71802 5.18914 12.72891 0.14 -0.05 1.26 -0.06
C -22.51565 4.30237 13.11480 0.99 1.20 -1.55 -0.09
C -21.28252 5.16002 12.74222 0.84 0.17 1.81 -0.16
C -21.77976 6.39936 12.07382 0.39 0.12 -1.80 -0.10
C -23.07609 7.45207 13.78783 -0.62 -0.87 0.66 0.01
H -27.35795 8.56454 9.22817 -0.29 -0.32 -0.07 0.09
H -27.31863 6.92783 9.99704 -0.07 -0.01 -0.24 0.09
H -25.87769 7.66659 9.21424 -0.06 -0.25 -0.05 0.08
H -27.36386 8.55928 11.69271 0.11 0.40 0.18 0.10
H -25.98867 9.51415 11.10174 -0.08 0.02 -0.37 0.11
H -26.06477 6.67220 12.14839 0.20 -0.12 0.07 0.12
H -25.43669 8.10482 12.98784 -0.35 -0.13 0.13 0.09
H -23.64499 8.37369 11.42376 0.40 -0.18 -0.13 0.14
H -24.05446 6.82429 10.63139 0.16 0.12 -0.07 0.14
H -24.47550 5.19790 13.51062 -0.10 0.13 -0.13 0.11
H -24.18045 4.87028 11.79774 0.12 0.16 -0.09 0.15
H -22.35217 4.09685 14.16717 -0.80 -0.66 -0.05 0.08
H -22.47252 3.51443 12.36606 -0.36 -0.79 0.85 0.13
H -20.75365 5.49863 13.64279 -0.58 -0.22 0.33 0.07
H -20.45017 4.61013 12.30354 -0.51 0.07 -0.99 0.13
H -21.16343 7.25311 12.34841 -0.26 0.22 -0.29 0.12
H -21.79089 6.27842 10.98826 -0.10 0.22 -0.01 0.15
H -22.75267 8.47730 13.61275 0.05 -0.17 -0.74 0.11
H -22.37061 6.99592 14.48404 -0.20 -0.37 -0.04 0.08
H -24.06148 7.50709 14.24200 0.10 -0.15 0.24 0.08
C -33.19493 7.98678 13.62930 -0.51 0.74 -0.33 -0.09
C -31.77601 8.29973 14.11059 0.27 -0.02 -0.78 -0.25
C -31.30023 7.40419 15.24640 -0.94 -0.40 0.43 -0.20
C -29.80890 7.16232 15.35273 -0.30 -0.15 0.02 -0.12
N -29.45997 6.24988 16.53811 1.03 0.78 0.67 -0.25
C -30.04401 4.85796 16.50126 -0.15 0.30 -0.57 -0.09
C -29.21951 4.03983 17.45926 1.92 0.42 0.32 -0.13
C -27.78644 4.56511 17.16732 0.47 0.06 -0.65 -0.16
C -27.95604 5.97523 16.57485 -0.22 0.30 -0.67 -0.12
C -29.76296 6.92337 17.90892 0.74 -1.12 -1.54 0.08
H -33.29072 7.17194 12.91225 0.42 -0.10 0.06 0.08
H -33.52583 8.89060 13.11458 -0.19 -0.17 -0.17 0.08
H -33.96724 7.80791 14.37901 0.39 0.04 0.42 0.09
H -31.68302 9.36655 14.32441 -0.17 -0.08 0.62 0.11
H -31.12271 8.22984 13.23144 0.10 -0.44 0.04 0.11
H -31.74499 6.41260 15.10500 0.06 -0.02 -0.39 0.12
H -31.82649 7.71271 16.15529 0.57 0.37 0.23 0.13
H -29.13919 8.02372 15.39804 -0.33 0.27 0.56 0.13
H -29.53589 6.71487 14.39231 0.25 -0.69 0.36 0.14
H -31.12263 4.90491 16.62272 0.05 -0.12 0.14 0.15
H -29.78130 4.52677 15.49402 -0.45 -0.23 -0.07 0.15
H -29.25512 4.25985 18.52496 -1.34 -0.21 -0.03 0.11
H -29.23734 2.96598 17.29780 -0.48 0.05 -0.04 0.13
H -27.16030 4.49282 18.05560 0.01 0.31 -0.01 0.10
H -27.26385 4.02338 16.37782 -0.17 -0.42 0.19 0.11
H -27.45717 6.83320 17.02516 -0.10 -0.21 0.47 0.12
H -27.59633 5.98328 15.54461 -0.25 -0.10 -0.08 0.12
H -30.81979 6.78406 18.10392 0.02 0.47 0.27 0.12
H -29.35148 7.92638 17.85450 -0.59 0.23 0.02 0.11
H -29.11819 6.35712 18.57428 -0.45 0.09 0.48 0.09